Arrangement a

31
Properties=species:S:1:pos:R:3:mulliken_charge:R:1 method="wB97M-V/def2-TZVPD" lumo_ev=0.8 spin_multiplicity=1 smiles=Cc1ccc(O)cc1.Cc1ccccc1 e_homo_ev=-8.348
C 2.515 -2.205 2.275 -1.57
C 2.504 -1.110 1.282 0.91
C 2.847 -1.338 -0.053 -0.69
C 3.013 -0.324 -0.966 -0.47
C 2.863 1.035 -0.618 0.60
O 2.900 2.092 -1.469 -0.53
C 2.618 1.276 0.741 -0.41
C 2.442 0.222 1.645 -0.49
H 3.532 -2.364 2.694 0.34
H 2.285 -3.177 1.833 0.36
H 2.017 -1.971 3.220 0.37
H 3.110 -2.356 -0.319 0.33
H 3.173 -0.549 -2.015 0.25
H 2.933 1.674 -2.335 0.29
H 2.645 2.266 1.180 0.39
H 2.374 0.510 2.689 0.32
C -5.129 -0.440 -1.633 -1.36
C -3.889 -0.013 -0.917 0.62
C -3.749 1.111 -0.111 -0.32
C -2.633 1.295 0.687 -0.58
C -1.641 0.330 0.642 -0.13
C -1.766 -0.806 -0.119 -0.57
C -2.804 -0.867 -1.096 -0.47
H -5.358 -1.489 -1.475 0.34
H -5.156 -0.150 -2.684 0.32
H -6.023 0.168 -1.389 0.35
H -4.549 1.842 -0.059 0.32
H -2.613 2.135 1.368 0.36
H -0.784 0.315 1.313 0.34
H -1.161 -1.695 -0.081 0.39
H -2.684 -1.594 -1.887 0.39

=====

Arrangement b

31
Properties=species:S:1:pos:R:3:mulliken_charge:R:1 method="wB97M-V/def2-TZVPD" lumo_ev=0.8 spin_multiplicity=1 smiles=Cc1ccc(O)cc1.Cc1ccccc1 e_homo_ev=-8.195
C 0.681 -4.110 -1.778 -1.31
C 0.665 -2.672 -2.078 0.64
C 0.094 -1.763 -1.218 -0.68
C 0.064 -0.402 -1.523 -0.11
C 0.401 -0.061 -2.837 0.49
O 0.079 1.218 -3.187 -0.53
C 1.096 -0.920 -3.677 -0.54
C 1.305 -2.249 -3.272 -0.68
H 0.046 -4.450 -2.653 0.27
H 0.276 -4.524 -0.788 0.30
H 1.648 -4.609 -1.814 0.32
H -0.267 -2.084 -0.241 0.33
H -0.469 0.243 -0.830 0.49
H 0.431 1.604 -3.991 0.31
H 1.655 -0.596 -4.537 0.32
H 1.924 -2.974 -3.801 0.38
C -2.839 2.204 2.376 -1.33
C -1.370 2.024 2.565 0.60
C -0.644 1.704 1.430 -0.24
C 0.787 1.517 1.468 -0.47
C 1.393 1.753 2.669 -0.38
C 0.689 1.937 3.884 -0.51
C -0.685 2.007 3.816 -0.46
H -3.205 1.452 1.707 0.35
H -2.899 3.104 1.741 0.35
H -3.429 2.477 3.294 0.31
H -1.060 1.946 0.455 0.48
H 1.285 1.391 0.503 0.40
H 2.364 1.293 2.815 0.25
H 1.201 1.544 4.739 0.31
H -1.217 1.998 4.762 0.35

=====

arrangement a takes first place; second place is 0.756 eV up.

=====

Arrangement a

22
Properties=species:S:1:pos:R:3:mulliken_charge:R:1 method="wB97M-V/def2-TZVPD" lumo_ev="1.0 / 0.8" spin_multiplicity=2 e_homo_ev="-3.661 / -9.172"
C -1.587 -0.339 1.885 -0.48
C -0.828 0.393 0.808 -0.62
C -0.785 -0.348 -0.531 -0.51
C -0.126 0.444 -1.628 -0.83
C 1.201 1.121 -1.335 -1.37
N 2.304 0.093 -1.165 -2.27
N -0.733 -1.245 2.641 -0.65
H -2.088 0.364 2.549 0.31
H -2.468 -0.890 1.511 0.30
H -1.201 1.385 0.630 0.41
H 0.195 0.506 1.165 0.29
H -1.820 -0.514 -0.805 0.35
H -0.307 -1.329 -0.395 0.31
H -0.027 -0.111 -2.563 0.46
H -0.815 1.224 -1.982 0.37
H 1.518 1.684 -2.207 0.64
H 1.255 1.751 -0.460 0.37
H 1.930 -0.766 -0.747 0.51
H 2.720 -0.220 -2.076 0.96
H 3.024 0.501 -0.531 0.98
H -0.092 -1.779 2.071 0.23
H -1.272 -1.924 3.168 0.23

=====

Arrangement b

22
Properties=species:S:1:pos:R:3:mulliken_charge:R:1 method="wB97M-V/def2-TZVPD" lumo_ev="0.9 / 0.9" spin_multiplicity=2 e_homo_ev="-4.908 / -9.117"
C -1.780 -0.766 1.700 -0.94
C -0.447 1.242 1.963 -0.75
N -0.589 0.019 1.391 -0.02
H -1.443 -1.778 1.934 0.27
H -2.468 -0.807 0.847 0.25
H -2.279 -0.329 2.562 0.34
H -1.270 1.660 2.529 0.26
H 0.463 1.815 1.864 0.28
H 0.016 -0.338 0.551 0.41
C -0.789 0.574 -2.183 -1.15
C 0.631 0.469 -1.697 -0.46
N 0.796 -0.644 -0.742 -0.39
C 2.184 -0.766 -0.264 -0.98
H -1.003 1.383 -2.880 0.38
H -1.466 0.727 -1.340 0.24
H -1.069 -0.343 -2.715 0.30
H 0.911 1.375 -1.147 0.33
H 1.345 0.388 -2.523 0.42
H 0.633 -1.487 -1.288 0.24
H 2.313 -1.804 0.058 0.33
H 2.942 -0.677 -1.046 0.37
H 2.384 -0.108 0.578 0.26

=====

arrangement b takes first place; second place is 0.735 eV up.

=====

Arrangement a

7
Properties=species:S:1:pos:R:3:mulliken_charge:R:1 method="wB97M-V/def2-TZVPD" lumo_ev=4.0 spin_multiplicity=1 smiles="NOC([O-])=S" e_homo_ev=-3.432 charge=-1
N 0.858 -0.925 0.537 -0.52
O 0.153 0.291 0.958 -0.25
C -0.587 0.760 -0.283 0.36
O -0.658 -0.022 -1.195 -0.59
S -1.090 2.355 -0.076 -0.54
H 1.150 -0.706 -0.412 0.29
H 0.174 -1.754 0.471 0.24

=====

Arrangement b

7
Properties=species:S:1:pos:R:3:mulliken_charge:R:1 method="wB97M-V/def2-TZVPD" lumo_ev=4.0 spin_multiplicity=1 smiles="NOC([O-])=S" e_homo_ev=-3.400 charge=-1
N -0.105 -0.658 0.044 -0.44
O 1.288 -0.870 0.245 -0.25
C 2.155 0.367 0.142 0.42
O 1.646 1.487 0.346 -0.63
S 3.661 -0.221 -0.160 -0.55
H -0.335 -0.503 -0.893 0.20
H -0.401 0.120 0.624 0.25

=====

Arrangement c

7
Properties=species:S:1:pos:R:3:mulliken_charge:R:1 method="wB97M-V/def2-TZVPD" lumo_ev="4.1 / 4.1" spin_multiplicity=1 e_homo_ev="-2.482 / -2.479" charge=-1
C 0.039 0.260 -0.687 -0.28
N 0.933 0.900 -1.315 -0.54
O -1.301 -1.621 1.621 -0.51
O 0.345 0.077 2.427 -0.53
S 0.024 -1.044 1.490 0.50
H -0.936 0.182 -1.137 0.22
H 0.897 1.247 -2.399 0.15

=====

arrangement a takes first place; second place is 0.069 eV up.

=====

Arrangement a

9
Properties=species:S:1:pos:R:3:mulliken_charge:R:1 method="wB97M-V/def2-TZVPD" lumo_ev="0.0 / 0.0" spin_multiplicity=1 e_homo_ev="-7.443 / -7.444"
C 0.664 -1.034 -0.691 -0.19
C -0.380 -0.591 -0.170 -0.01
C -1.231 0.470 0.320 -0.88
F 2.326 0.961 -0.205 -0.32
P 1.875 -0.417 0.653 0.13
H 0.985 -1.582 -1.527 0.41
H -2.334 0.225 0.237 0.33
H -0.742 1.425 -0.100 0.26
H -1.163 0.543 1.482 0.27

=====

Arrangement b

9
Properties=species:S:1:pos:R:3:mulliken_charge:R:1 method="wB97M-V/def2-TZVPD" lumo_ev="-1.2 / -1.2" spin_multiplicity=1 e_homo_ev="-8.112 / -8.403"
C -0.121 -1.846 0.390 -0.17
C 0.259 -0.743 0.098 -0.18
C 0.793 0.379 -0.606 -0.56
F -1.881 0.831 0.565 -0.22
P -0.914 2.013 1.153 0.19
H -0.777 -2.640 0.723 0.37
H 1.827 0.574 -0.303 0.29
H 0.101 1.282 -0.314 0.05
H 0.714 0.150 -1.705 0.24

=====

arrangement a takes first place; second place is 1.251 eV up.

=====

Arrangement a

9
Properties=species:S:1:pos:R:3:mulliken_charge:R:1 method="wB97M-V/def2-TZVPD" lumo_ev="4.7 / 4.7" spin_multiplicity=1 e_homo_ev="-1.877 / -1.880" charge=-1
C 0.126 0.477 -0.018 -0.64
C -0.594 1.562 0.058 -0.58
C 0.142 -0.928 0.382 -0.05
N 1.340 -1.027 -0.507 -0.09
O 1.130 -1.540 -1.661 -0.54
H -0.296 2.495 -0.411 0.19
H -1.548 1.628 0.615 0.24
H 0.427 -1.107 1.428 0.18
H -0.726 -1.562 0.115 0.29

=====

Arrangement b

9
Properties=species:S:1:pos:R:3:mulliken_charge:R:1 method="wB97M-V/def2-TZVPD" lumo_ev="4.6 / 4.6" spin_multiplicity=1 e_homo_ev="-2.055 / -2.054" charge=-1
C 1.244 -1.488 1.741 -0.30
C 0.887 -0.763 0.848 -0.52
C -0.151 0.872 -0.705 -0.79
N 1.239 0.628 -0.314 0.01
O 2.218 0.465 -1.176 -0.63
H 1.611 -1.853 2.676 0.33
H -0.598 0.025 -1.361 0.21
H -0.785 1.061 0.094 0.28
H -0.168 1.685 -1.325 0.41

=====

arrangement a takes first place; second place is 1.096 eV up.

=====

Arrangement a

17
Properties=species:S:1:pos:R:3:mulliken_charge:R:1 method="wB97M-V/def2-TZVPD" lumo_ev=0.4 spin_multiplicity=1 smiles="C/N=[SiH]/C[SiH2]C" e_homo_ev=-8.455
C -0.296 2.279 -2.337 -0.70
N 0.119 1.232 -1.531 -0.22
Si 1.084 0.556 -0.373 0.13
C 1.040 -1.299 -0.181 -0.69
Si -0.016 -1.849 1.299 0.49
C -1.205 -0.474 2.016 -1.05
H -0.954 3.001 -1.839 0.25
H 0.447 2.897 -2.859 0.26
H -0.856 1.960 -3.199 0.28
H 2.062 0.905 0.585 -0.10
H 2.079 -1.580 -0.161 0.37
H 0.673 -1.645 -1.161 0.34
H -0.962 -2.816 0.955 -0.16
H 0.865 -2.028 2.454 -0.13
H -0.608 0.072 2.668 0.32
H -1.684 -0.020 1.103 0.31
H -1.788 -1.191 2.562 0.30

=====

Arrangement b

17
Properties=species:S:1:pos:R:3:mulliken_charge:R:1 method="wB97M-V/def2-TZVPD" lumo_ev=-0.6 spin_multiplicity=1 e_homo_ev=-8.923
C 3.023 0.278 0.339 -1.02
C 1.902 -0.621 -0.031 -0.17
C 0.541 0.101 -0.107 -0.54
N -0.468 -0.799 -0.627 -0.07
Si -2.071 -0.805 -0.720 0.03
Si -3.689 0.560 0.120 0.24
H 2.952 1.381 0.019 0.28
H 3.261 0.526 1.436 0.28
H 4.084 -0.209 -0.042 0.25
H 1.630 -1.423 0.748 0.24
H 2.207 -1.052 -1.015 0.24
H 0.390 0.487 0.959 0.26
H 0.757 0.857 -0.886 0.29
H -2.569 -1.859 -1.728 -0.06
H -2.641 1.276 0.982 -0.08
H -4.732 -0.219 1.023 -0.07
H -4.578 1.521 -0.470 -0.10

=====

arrangement a takes first place; second place is 1.204 eV up.